{
  "formula": "C20H54F3NaO18",
  "method": "ωB97M-V/def2-TZVPD",
  "de_lowest_ev": 3.1398,
  "total_energy_ev": -71031.490,
  "gap_ev": 8.68,
  "homo_ev": -9.03,
  "symbols": ["Na", "C", "O", "O", "C", "F", "F", "F", "C", "C", "H", "H", "H", "H", "H", "H", "C", "C", "O", "O", "H", "H", "H", "H", "H", "H", "C", "C", "O", "O", "H", "H", "H", "H", "H", "H", "C", "C", "O", "O", "H", "H", "H", "H", "H", "H", "C", "C", "O", "O", "H", "H", "H", "H", "H", "H", "C", "C", "O", "O", "H", "H", "H", "H", "H", "H", "C", "C", "O", "O", "H", "H", "H", "H", "H", "H", "C", "C", "O", "O", "H", "H", "H", "H", "H", "H", "C", "C", "O", "O", "H", "H", "H", "H", "H", "H"],
  "xyz": [[1.3128, -14.4428, 15.4332], [-1.6210, -14.5665, 15.1267], [-0.6791, -15.5958, 15.6455], [-1.0066, -13.2920, 15.2363], [-2.1731, -14.9446, 13.6928], [-3.0485, -13.9651, 13.4070], [-1.2168, -14.7258, 12.8854], [-2.7728, -16.1273, 13.4982], [-1.1170, -16.7986, 16.0937], [-0.1237, -17.9431, 16.3316], [0.5660, -18.2126, 15.5318], [0.4900, -17.6108, 17.1689], [-0.4567, -18.8911, 16.7542], [-1.8260, -17.3156, 15.4471], [-1.7302, -16.7263, 16.9919], [-2.3554, -14.7109, 15.9191], [-2.6325, -21.1512, 10.9843], [-2.3732, -19.7273, 11.0849], [-3.5468, -19.0331, 11.4863], [-3.6344, -21.3340, 9.9289], [-3.1234, -21.5071, 11.8901], [-1.8452, -21.8644, 10.7404], [-2.1048, -19.3354, 10.1039], [-1.4877, -19.5208, 11.6861], [-3.4215, -18.0834, 11.4242], [-4.5267, -21.1119, 10.2046], [0.3976, -19.2634, 20.4067], [-0.4679, -18.2320, 21.1756], [-1.7035, -18.4436, 21.0267], [0.4219, -20.5487, 21.0409], [1.4343, -18.9733, 20.2357], [0.0734, -19.5071, 19.3950], [-0.1284, -17.3143, 20.6954], [-0.2298, -18.0776, 22.2280], [-2.0247, -17.6096, 20.6761], [-0.4297, -20.9883, 20.9859], [3.9544, -17.7468, 14.3629], [3.7570, -16.2640, 13.8206], [2.3844, -15.9253, 13.8433], [3.8820, -17.5855, 15.7373], [4.9694, -18.1342, 14.2742], [3.1548, -18.4553, 14.1472], [3.8262, -16.1494, 12.7389], [4.5085, -15.6086, 14.2608], [1.9758, -16.5677, 13.2586], [3.9428, -18.4946, 16.0398], [-0.9329, -9.0828, 12.4342], [-0.8603, -10.5075, 12.9129], [-1.1421, -10.5283, 14.3064], [-0.4854, -8.9172, 11.1365], [-0.4346, -8.5078, 13.2146], [-1.9074, -8.6548, 12.6690], [0.1398, -10.8890, 12.7072], [-1.6000, -11.1943, 12.5015], [-0.8699, -11.3654, 14.6895], [-1.1015, -9.1923, 10.4536], [-0.2351, -23.1707, 16.6233], [-1.0375, -21.8836, 16.6492], [-1.7433, -21.7762, 15.4718], [-1.0917, -24.2601, 16.9953], [0.5739, -23.0645, 17.3461], [0.0645, -23.4680, 15.6183], [-0.3998, -21.0002, 16.6159], [-1.7297, -21.7344, 17.4778], [-2.0024, -22.6900, 15.3323], [-0.5590, -25.0492, 16.8723], [-2.4343, -14.2882, 20.3813], [-2.4691, -14.3511, 18.8127], [-2.1579, -13.0507, 18.2394], [-2.3182, -15.6162, 20.8306], [-3.4262, -13.8870, 20.5891], [-1.5952, -13.7114, 20.7705], [-3.3997, -14.7680, 18.4276], [-1.6199, -14.9431, 18.4714], [-1.9686, -13.0754, 17.2986], [-3.2134, -15.9455, 20.9389], [2.4627, -10.3609, 17.5670], [1.7079, -11.5130, 18.2201], [1.3330, -12.5408, 17.3042], [3.7670, -10.6126, 16.9929], [2.2939, -9.4940, 18.2059], [1.9005, -10.1767, 16.6515], [0.8131, -11.2577, 18.7878], [2.1333, -12.0877, 19.0428], [0.3771, -12.5596, 17.2179], [3.6163, -11.0268, 16.1401], [-6.3937, -15.3167, 11.9987], [-6.9089, -14.4525, 13.2100], [-6.0350, -14.5386, 14.2435], [-5.1207, -14.7470, 11.5111], [-7.1072, -15.1631, 11.1892], [-6.1824, -16.3567, 12.2474], [-7.8950, -14.6838, 13.6128], [-6.8854, -13.3927, 12.9563], [-5.9756, -13.7576, 14.7986], [-4.7092, -14.3961, 12.3042]],
  "forces_ev_per_a": [[-0.526, 0.262, 0.066], [0.771, 1.449, 2.382], [2.534, 1.069, -1.509], [-0.898, -3.656, -0.581], [-0.699, 2.078, 3.106], [-1.352, 0.067, 0.010], [2.819, -0.918, -2.845], [0.449, 0.167, 0.100], [-2.591, -3.585, 0.046], [1.836, 1.093, 1.272], [-0.205, 0.366, -0.360], [0.714, 0.123, 0.009], [-1.157, 0.272, -0.412], [-0.380, 0.631, -0.829], [0.151, 0.436, 0.575], [-1.256, 0.357, -0.477], [-3.115, -1.709, -0.614], [1.230, 2.183, -0.745], [-0.092, -0.613, 0.585], [0.832, -0.548, -0.317], [0.318, -0.006, 0.428], [0.363, 0.664, -0.024], [0.128, -0.223, -0.375], [-0.091, 0.057, 0.695], [0.163, 0.022, -0.053], [0.240, 0.241, 0.461], [-0.101, -1.324, 0.702], [8.031, 0.869, -0.476], [-7.522, -0.747, -1.238], [0.685, -0.144, 0.489], [0.121, 0.217, 0.690], [-0.801, 0.902, -0.275], [-0.030, 0.681, -0.060], [0.843, -0.601, 0.297], [-0.898, -0.122, -0.076], [-0.174, 0.305, -0.122], [0.546, 2.065, -0.120], [0.219, -2.597, -2.370], [-0.966, 0.944, 2.007], [-0.495, -0.032, 2.178], [-0.023, -0.122, -1.576], [0.078, 0.078, -1.269], [1.811, -0.685, -0.226], [-0.828, 0.281, 0.596], [-0.365, 0.169, 0.052], [-0.044, 0.138, 0.893], [-1.334, -0.221, 1.628], [-0.348, -0.926, 0.885], [0.357, 1.074, 0.213], [1.001, 0.704, -0.608], [1.347, 0.212, -0.658], [-0.800, -0.311, -0.786], [0.170, -0.089, -0.126], [0.027, 0.120, -0.886], [-0.239, -0.659, -0.084], [-0.322, -0.104, 0.441], [-0.534, -0.228, 1.101], [0.935, 0.782, -0.113], [-1.209, -0.444, -1.476], [-0.156, 0.138, 0.337], [0.384, -0.247, -0.174], [0.720, 0.991, -0.134], [0.547, -0.190, 0.480], [0.263, -0.605, 0.577], [-0.723, 0.000, -0.667], [-0.204, -0.240, 0.082], [-0.743, 0.128, -2.530], [2.312, 1.293, -0.487], [-0.846, 0.080, 1.415], [-0.246, -0.663, 0.521], [0.280, 0.389, 0.919], [-0.268, 0.119, -0.167], [-0.184, 0.047, 0.155], [-0.204, -0.795, 0.273], [0.034, -0.409, -0.587], [-0.070, -0.119, 0.196], [-1.267, -0.874, -1.562], [-0.139, -1.467, 1.030], [0.194, -0.398, -0.924], [-0.091, 0.126, 1.646], [1.249, 0.199, -0.027], [-0.816, 0.426, 0.285], [-0.345, 1.177, -0.605], [1.464, 0.399, -0.056], [-0.347, 0.072, -0.244], [-0.082, 0.038, 0.079], [0.787, 1.989, 0.392], [-0.493, 0.473, -1.399], [2.584, -1.218, 2.321], [-1.514, -0.477, 0.460], [0.002, -0.516, -0.016], [-0.536, -0.030, 0.134], [-0.457, -0.438, -0.745], [-0.585, 0.052, -1.037], [-0.214, 0.056, -0.294], [0.387, 0.033, 0.134]]
}

***

{
  "formula": "C20H55BClCoN3O8",
  "method": "ωB97M-V/def2-TZVPD",
  "multiplicity": 4,
  "total_energy_ev": -93295.303,
  "gap_ev": [5.88, 5.68],
  "homo_ev": [-8.58, -8.57],
  "symbols": ["Co", "B", "H", "H", "H", "H", "Cl", "C", "C", "O", "O", "H", "H", "H", "H", "H", "H", "C", "O", "C", "C", "N", "C", "C", "O", "C", "H", "H", "H", "H", "H", "H", "H", "H", "H", "H", "H", "H", "H", "H", "H", "C", "O", "C", "C", "N", "C", "C", "O", "C", "H", "H", "H", "H", "H", "H", "H", "H", "H", "H", "H", "H", "H", "H", "H", "C", "O", "C", "C", "N", "C", "C", "O", "C", "H", "H", "H", "H", "H", "H", "H", "H", "H", "H", "H", "H", "H", "H", "H"],
  "xyz": [[-0.1661, -2.6052, 2.3961], [-1.1849, -4.3589, 0.9766], [-1.3553, -4.0826, 2.0056], [-0.9238, -5.4057, 0.9881], [-2.1433, -4.3729, 0.4811], [-0.3948, -3.7662, 0.5422], [-0.6324, -0.8742, 0.5330], [-3.9653, -1.4534, -0.2527], [-4.7805, -0.5252, 0.7226], [-4.7518, -1.0815, 2.1020], [-3.2163, -0.6499, -1.2244], [-4.7010, -2.0341, -0.8092], [-3.3184, -2.1543, 0.2749], [-5.8137, -0.3491, 0.4231], [-4.3581, 0.4794, 0.7440], [-5.5648, -0.8596, 2.5618], [-2.3707, -0.4307, -0.8263], [-3.9062, -4.7428, -2.3653], [-2.6314, -4.1775, -2.1283], [-2.1544, -3.3063, -3.2364], [-0.7334, -2.7175, -2.9067], [0.0982, -3.9215, -2.6732], [1.3624, -3.4121, -1.9777], [2.0589, -4.6743, -1.4019], [1.0051, -5.5091, -0.7577], [1.5853, -6.6327, -0.0790], [-4.0689, -5.4120, -3.2102], [-4.6595, -3.9550, -2.3735], [-4.2111, -5.2400, -1.4445], [-2.9402, -2.5509, -3.2424], [-2.1160, -3.8575, -4.1760], [-1.0467, -2.1340, -2.0410], [-0.2817, -2.1514, -3.7214], [0.4658, -4.1897, -3.5749], [1.1280, -2.7845, -1.1179], [2.1430, -2.9604, -2.5898], [2.7972, -4.3711, -0.6596], [2.4476, -5.3582, -2.1563], [0.9382, -7.0832, 0.6736], [2.4977, -6.4857, 0.4990], [2.0254, -7.3371, -0.7848], [-2.4824, 1.5280, 3.6917], [-1.0860, 1.8217, 3.6270], [-0.6899, 2.6529, 2.5025], [0.8451, 2.6627, 2.4796], [1.2699, 1.2302, 2.3007], [2.6854, 1.2254, 1.9478], [3.2781, -0.1008, 2.1727], [4.6942, -0.0615, 2.0915], [5.4348, -1.2791, 2.1965], [-2.7194, 0.7436, 2.9729], [-3.0697, 2.3768, 3.3415], [-2.9040, 1.1711, 4.6314], [-0.9061, 3.7089, 2.6644], [-1.0713, 2.3450, 1.5290], [1.3931, 3.2080, 3.2480], [1.0092, 3.1167, 1.5023], [0.7771, 0.9285, 1.4723], [3.0828, 1.9482, 2.6603], [2.8885, 1.5171, 0.9174], [3.0139, -0.8333, 1.4100], [3.0854, -0.5609, 3.1419], [6.4611, -1.0112, 2.4476], [5.3724, -1.8367, 1.2620], [5.1282, -2.0309, 2.9237], [-2.0579, 2.2451, -1.3362], [-0.9463, 2.9111, -1.8970], [0.3119, 2.3977, -1.4557], [1.2919, 3.4161, -2.1268], [1.4565, 4.5517, -1.1876], [2.4280, 5.5814, -1.5959], [2.6384, 6.5089, -0.4386], [1.4675, 7.3212, -0.3181], [1.6082, 8.3019, 0.6758], [-2.5482, 2.9034, -0.6190], [-1.7821, 1.4793, -0.6113], [-2.6881, 1.9639, -2.1799], [0.3748, 1.3766, -1.8318], [0.4058, 2.3638, -0.3703], [1.0345, 3.6736, -3.1542], [2.2655, 2.9389, -2.2378], [0.5388, 4.9693, -1.1287], [2.1158, 6.1211, -2.4900], [3.4124, 5.1196, -1.6717], [3.4540, 7.2116, -0.6088], [2.8990, 6.0331, 0.5068], [2.1595, 7.9075, 1.5294], [0.5464, 8.4434, 0.8772], [1.9612, 9.2781, 0.3432]],
  "forces_ev_per_a": [[-1.997, -0.322, -3.929], [0.448, -0.494, -0.931], [-0.882, 1.903, 6.135], [1.570, -3.551, 0.622], [-3.346, 1.108, -1.634], [3.416, 2.769, -1.819], [0.724, -1.064, 1.829], [-0.440, 1.380, -0.259], [0.589, -0.513, 1.122], [0.254, 0.251, -1.398], [-1.299, -0.931, 0.634], [0.260, -0.057, -0.229], [0.032, 0.204, 0.160], [-0.099, -0.496, -0.202], [0.484, -0.033, 0.008], [-0.082, 0.096, -0.183], [0.105, -0.134, 0.211], [-0.354, 0.950, 1.227], [1.003, 0.113, -1.537], [-0.538, -0.369, 0.850], [-2.527, -2.225, -0.337], [2.092, 2.731, 1.341], [-0.259, -2.967, 0.599], [-2.337, -0.955, 0.620], [1.975, 0.219, 0.803], [0.694, 0.305, -0.359], [0.566, 0.029, -0.241], [-0.220, 0.421, -0.701], [0.484, -0.528, 0.017], [0.273, 0.492, -0.634], [-0.221, -0.253, -0.078], [1.335, 0.062, 0.398], [-0.597, 0.609, 0.009], [-0.310, -0.322, -0.408], [-0.338, 0.180, -0.313], [-0.312, 0.561, -0.427], [0.306, -0.224, -0.002], [0.595, 0.419, -0.304], [-0.635, 0.033, -0.695], [0.281, 1.286, 0.365], [-0.781, -0.581, -0.444], [-0.148, 0.087, -1.625], [-0.526, 0.497, -0.201], [1.182, 0.108, 2.241], [-1.147, -2.026, -1.948], [0.393, 0.936, 0.096], [-0.440, 0.713, 0.789], [1.791, -2.556, 0.175], [1.145, 0.432, 0.380], [-0.501, 0.303, -0.475], [0.040, -0.308, -0.202], [-0.115, 0.338, 0.290], [0.862, 0.330, 0.422], [-0.914, 0.095, 0.110], [-0.227, -0.399, 0.124], [-0.358, -0.339, 0.236], [0.613, 0.844, 0.039], [-0.473, -0.374, 0.070], [0.832, -0.033, -0.306], [0.069, 0.417, -0.098], [-0.886, -0.095, -0.310], [-0.768, 0.285, 0.337], [-0.080, 0.038, -0.292], [0.298, 0.127, -0.408], [-0.607, 0.420, 0.673], [0.065, 0.715, 0.502], [0.135, -0.108, 0.830], [-0.227, 1.242, -2.125], [1.092, -0.897, 1.687], [-0.071, -0.417, -0.920], [-0.046, -0.992, 1.233], [-0.498, 1.806, -0.376], [0.897, -0.715, -0.224], [-1.768, -0.216, -0.103], [-0.613, 0.606, -0.424], [0.282, -0.792, -0.755], [-0.266, -0.452, 0.596], [0.465, -0.171, -0.112], [0.091, 0.307, 0.088], [-0.708, 0.090, 0.036], [0.279, -0.088, 0.223], [-0.124, 0.356, 0.223], [0.314, 0.121, -0.157], [-0.046, -0.350, -0.765], [0.463, -0.045, -0.453], [-0.381, -0.545, 0.062], [-0.028, 0.251, 0.192], [0.108, 0.492, 1.016], [0.640, -0.143, -0.276]]
}